Here is a cluster of 9 separate species, C22H43BN4O36S8 in total in a non-equilibrium geometry from the Open Molecules 2025 dataset. Energies are from ωB97M-V with the def2-TZVPD basis set.

```
! wB97M-V def2-TZVPD RIJCOSX def2/J DEFGRID3
* xyz 0 1
B 3.20 -1.52 -2.24
H -9.36 3.62 3.97
O -2.28 0.11 -4.20
S 0.25 -4.93 7.39
H 0.58 3.96 4.83
H 4.45 -2.26 -0.78
H 2.10 -2.92 6.35
C 0.19 -0.37 -1.23
N 4.26 -2.38 -1.77
C -0.35 -1.81 -0.86
C 8.08 -1.13 -5.39
O -7.60 7.06 5.55
H -4.17 2.33 2.67
H 0.99 -2.64 4.99
C 7.33 0.04 -4.78
H 7.40 -1.87 -5.82
C 1.56 -4.72 5.27
H -1.03 -3.32 -9.19
H 0.35 -2.82 -8.19
H -2.05 -1.23 0.05
H -7.53 3.83 6.43
C -7.69 3.75 5.35
H -5.23 3.54 3.44
O -2.11 -4.65 -5.35
H 7.99 0.88 -4.59
H -0.49 0.40 -0.88
H 4.71 0.87 2.15
S 4.06 -1.74 3.39
C 1.84 0.87 0.38
C -5.11 2.88 2.59
S -1.71 4.84 3.18
C 5.99 -0.18 3.54
H 0.44 -1.48 1.01
H -6.01 4.35 1.28
O 0.14 -3.51 6.67
C 5.37 0.00 2.18
H 8.81 -0.83 -6.13
O 3.10 1.44 0.27
O -2.06 5.43 1.93
O 6.86 -0.47 -3.52
C 0.14 3.21 2.84
O 1.25 0.78 1.42
H -0.95 -5.61 -8.34
C 1.55 0.02 -0.80
H -4.28 4.08 0.98
H -3.33 1.31 -6.44
O 4.69 1.01 -1.29
C -3.08 1.85 -5.53
S -0.96 0.81 -4.75
H -4.32 0.48 -4.36
H 0.86 -5.02 4.48
C -0.52 -3.48 -8.25
O -0.27 5.38 3.61
H 0.78 -2.98 0.38
H 5.14 -2.21 -2.24
O -6.18 1.92 2.55
O -8.04 6.44 3.20
S -0.98 -3.98 -5.86
O -0.21 1.31 -3.65
H -7.31 2.79 4.99
H 2.57 -4.82 4.91
O -1.41 -3.17 -7.17
O -7.78 1.57 0.73
O 2.70 -1.39 3.57
S -7.95 6.11 4.57
H 2.47 -1.08 -4.01
N 0.11 -2.24 0.44
H 0.88 -3.21 -1.69
H -3.58 2.82 -5.52
O -9.30 5.39 5.03
C -3.39 1.03 -4.29
H 0.20 -0.27 -2.31
H 6.29 0.76 4.00
C 3.68 0.63 -0.74
O 8.75 -0.84 -1.99
O -0.36 -0.04 -5.70
C 2.75 -0.38 -1.25
O 4.95 -0.79 4.32
O -5.57 2.58 0.32
S 7.91 -1.50 -2.93
H -2.14 -1.09 -1.54
H 1.65 4.61 3.57
O 0.84 -4.77 8.67
O -1.29 3.32 2.93
O 7.22 -2.70 -2.60
H 0.78 -5.21 -8.49
C -9.14 3.96 4.98
O -0.17 -3.15 -5.04
O -1.65 2.04 -5.48
O 8.75 -1.74 -4.27
C -0.15 -4.93 -8.01
O 1.35 -5.56 6.41
O -0.01 -5.03 -6.59
O -0.98 -5.61 7.23
O -5.73 0.20 0.84
H -9.83 3.49 5.68
H -3.40 1.65 -3.39
H 6.11 0.08 1.39
O 2.59 -1.83 -3.42
H 6.48 0.35 -5.39
C 0.64 4.29 3.79
O -7.00 4.82 4.70
N -1.82 -1.72 -0.81
C 1.26 -3.33 5.78
N -0.03 -2.81 -1.84
S -6.41 1.42 1.04
O -2.60 4.87 4.28
H 0.44 3.42 1.82
H -0.10 -2.47 -2.79
O 4.57 -1.18 1.98
C -5.21 3.61 1.27
H 0.46 2.22 3.12
H 6.85 -0.85 3.51
O 4.50 -3.08 3.53
*
```

The LUMO energy comes out at -0.96 eV. For the HOMO-LUMO gap, the calculation gives 7.993 eV. Its HOMO energy is -8.951 eV.

=====

Here is a structure of composition C22H43CeN2P3S in a non-equilibrium geometry from the Open Molecules 2025 dataset. Energies are from ωB97M-V with the def2-TZVPD basis set.

```
! wB97M-V def2-TZVPD RIJCOSX def2/J DEFGRID3
* xyz 3 2
H -2.20 -1.72 4.24
H 2.61 1.99 -0.52
C -3.65 -3.32 -1.86
H -1.03 -0.37 4.14
H 2.06 -1.62 -1.99
H -0.09 1.89 2.59
C 0.58 -4.49 -1.41
C -2.26 1.75 0.98
H 1.69 1.94 2.71
H 2.69 -0.95 -3.54
H 0.62 -4.51 -0.32
H -2.12 0.87 1.63
C -2.70 4.10 0.61
C 1.27 -5.19 -3.62
H 1.35 2.46 -2.09
H 2.27 -5.78 -1.72
H 0.01 -1.18 -4.91
C -2.61 3.00 1.48
H -2.62 -0.24 3.34
H -1.45 1.59 -2.87
H -2.24 -3.74 1.16
P 0.65 0.21 -2.88
C 1.78 2.20 0.17
H -2.78 3.10 2.56
H -0.06 -2.06 -0.32
H 0.89 2.51 -3.78
H 2.47 -1.21 1.61
H -2.08 3.14 -3.17
H -3.09 -5.53 -1.57
H -2.52 4.71 -1.48
C 1.40 1.90 -3.03
H 0.97 -1.81 3.25
C 1.46 -5.22 -2.22
C 2.64 -0.27 1.08
C 2.23 -0.70 -2.57
H 0.94 -2.85 1.80
H 0.57 -3.97 -5.28
N -2.10 1.56 -0.36
C -0.53 -3.62 -3.43
H -2.15 -3.68 2.99
H 1.77 -5.92 -4.27
C -2.19 2.62 -1.22
H -2.53 -4.75 -3.20
H 2.47 1.83 -3.30
C 0.83 1.29 2.53
H 0.92 0.35 -5.29
P -1.18 -1.67 2.06
H -1.43 -3.23 -3.89
H -3.39 -2.70 2.08
H 3.28 0.40 1.67
Ce -1.28 -0.66 -0.81
C -2.48 3.90 -0.74
C -2.36 -3.11 2.07
S -1.87 -3.49 -1.02
H 2.16 2.78 1.01
H -2.91 5.09 0.99
H 3.11 -0.47 0.11
H -4.59 -3.48 -1.32
C -0.46 -3.78 -2.03
C 0.35 -2.50 2.66
H 2.92 -0.05 -2.01
C -1.81 -0.92 3.60
C 0.16 -0.12 -4.63
N -2.05 2.35 -2.55
P 1.06 0.63 0.82
H 0.07 -3.37 3.28
C 0.47 -4.20 -4.21
C -2.94 -4.61 -2.17
H 0.80 0.51 3.29
H -3.72 -2.60 -2.67
H 1.00 2.77 -0.35
H -0.80 0.39 -4.78
*
```

The calculation puts the energy above the lowest of the compared OMol25 structures with the same formula, charge and spin at 337.56 kJ/mol. The LUMO energy (alpha / beta) comes out at -10.32 / -10.31 eV. For the HOMO-LUMO gap (alpha / beta), the calculation gives 6.526 / 6.560 eV. Its HOMO energy (alpha / beta) is -16.848 / -16.866 eV.

=====

Here is a structure of composition C22H43CoN2P3Se in a non-equilibrium geometry from the Open Molecules 2025 dataset. Energies are from ωB97M-V with the def2-TZVPD basis set.

```
! wB97M-V def2-TZVPD RIJCOSX def2/J DEFGRID3
* xyz 3 5
C 2.05 -0.21 -2.92
H 1.85 3.42 -0.97
C -1.68 -3.33 -1.64
Se -0.93 -0.19 -2.36
H -0.77 -4.56 0.77
H -3.59 -2.24 0.96
H 2.28 2.20 0.26
C -0.85 0.37 2.69
H -3.76 -0.03 -2.31
H -4.69 1.48 0.37
H 4.17 -0.14 -3.30
H 4.52 0.57 0.88
H -3.23 2.32 -0.23
H -0.15 4.17 0.80
C 0.62 0.54 -4.73
C 0.94 -0.98 2.07
H -3.34 1.80 1.48
H 2.17 -0.59 -1.90
H -2.71 -3.36 -1.26
H 4.20 2.64 2.30
C -4.04 -0.56 -1.39
H 1.09 -4.10 -1.14
H 2.57 0.31 1.18
H 2.26 -1.66 3.63
H -1.76 -3.27 1.51
H -0.39 0.72 -5.12
P -2.92 -0.10 0.00
H -1.91 3.00 -1.74
N 1.15 -0.33 5.67
H 1.30 -2.57 -2.04
H -1.46 3.07 1.34
C 3.82 0.55 1.73
C 1.38 -1.07 3.39
C -0.80 -3.49 1.05
H 1.62 1.21 -6.52
H -4.55 -0.87 1.60
N -0.15 -0.26 1.71
C -3.54 -1.21 1.32
H 3.91 0.78 -5.60
H 1.97 -0.86 5.95
P -0.56 -2.48 -0.47
H -0.01 -3.29 1.77
C 3.18 0.06 -3.70
C -3.60 1.54 0.45
Co -0.66 -0.15 -0.38
C 0.77 0.06 -3.42
H -0.47 4.07 -1.70
H -4.01 -1.64 -1.58
C 1.08 -3.01 -1.06
P -0.06 2.06 -0.41
C -0.40 3.12 1.05
C 1.71 2.37 -0.66
H 1.46 -1.53 1.28
C -0.81 3.03 -1.78
C 3.03 0.57 -5.00
H 3.99 -0.32 2.38
C 0.69 -0.36 4.39
C -0.46 0.37 4.01
H -1.03 0.93 4.75
H -1.76 0.90 2.38
H -5.06 -0.27 -1.10
H -1.67 -2.83 -2.62
H 1.86 -2.69 -0.35
H -2.89 -1.16 2.20
C 3.50 1.82 2.33
H 0.66 0.17 6.40
H -0.49 2.62 -2.75
H 2.60 1.90 2.94
H -1.32 -4.36 -1.76
H 0.22 2.80 1.89
C 1.74 0.81 -5.51
H 2.11 1.72 -1.45
*
```

The calculation puts the energy above the lowest of the compared OMol25 structures with the same formula, charge and spin at 125.65 kJ/mol. The LUMO energy (alpha / beta) comes out at -10.61 / -11.47 eV. For the HOMO-LUMO gap (alpha / beta), the calculation gives 4.646 / 5.686 eV. Its HOMO energy (alpha / beta) is -15.252 / -17.159 eV.